Entry 1:
53
Properties=species:S:1:pos:R:3 method="wB97M-V/def2-TZVPD" relative_energy_kcal_mol=0.0 lumo_energy_ev=-2.2 total_charge=+1 homo_lumo_gap_ev=10.3 homo_ev=-12.5
Sr -0.23 -0.06 0.21
C 2.54 -0.90 1.93
C 1.95 -0.52 3.30
C 2.07 -1.68 4.28
C 0.52 -0.05 3.10
C 0.26 1.30 2.83
C -1.02 1.75 2.55
C -2.11 0.86 2.52
C -3.50 1.36 2.24
C -1.85 -0.48 2.79
C -0.56 -0.93 3.08
H 3.58 -1.22 2.03
H 2.53 -0.06 1.24
H 1.99 -1.74 1.50
H 2.52 0.32 3.69
H 1.63 -2.60 3.89
H 1.59 -1.45 5.23
H 3.13 -1.89 4.48
H 1.08 2.01 2.85
H -1.19 2.80 2.34
H -3.88 1.90 3.11
H -4.18 0.53 2.03
H -3.50 2.04 1.39
H -2.67 -1.19 2.78
H -0.41 -1.98 3.28
F -3.74 -0.64 -0.59
C -3.83 0.17 -1.68
F -4.75 1.09 -1.43
F -4.22 -0.58 -2.71
S -2.19 0.91 -1.99
O -2.31 1.73 -3.15
O -1.32 -0.28 -2.11
O -1.89 1.58 -0.72
O 1.51 1.02 -1.05
S 1.58 2.07 -2.16
C 3.37 2.26 -2.48
C 3.71 1.53 -3.78
C 2.63 0.47 -4.00
C 1.32 1.18 -3.70
H 3.82 1.80 -1.60
H 3.61 3.32 -2.48
H 4.71 1.10 -3.73
H 3.70 2.24 -4.61
H 2.77 -0.37 -3.31
H 2.64 0.07 -5.01
H 0.44 0.55 -3.56
H 1.08 1.94 -4.45
C -2.46 -3.77 -1.71
C -1.55 -3.13 -0.78
N -0.84 -2.60 -0.05
H -2.72 -3.06 -2.50
H -3.37 -4.07 -1.18
H -1.99 -4.65 -2.15

---

Entry 2:
54
Properties=species:S:1:pos:R:3 method="wB97M-V/def2-TZVPD" relative_energy_kcal_mol=386.3 lumo_energy_ev=0.1 homo_lumo_gap_ev=8.6 homo_ev=-8.5
C -0.22 1.06 0.85
C -0.52 1.43 -0.61
C -0.70 0.21 -1.58
F -1.53 -0.76 -1.18
F -0.98 0.46 -2.91
F -1.69 2.17 -0.59
F 0.42 2.20 -1.12
O 1.07 0.42 1.03
C 1.14 -0.26 2.29
C 2.55 -0.79 2.47
F 2.86 -1.34 3.66
F 2.74 -1.67 1.51
F 0.96 0.66 3.29
F 0.18 -1.22 2.40
H -1.11 0.60 1.27
H -0.16 1.97 1.43
H 0.29 -0.22 -1.73
H 3.26 0.03 2.36
C -0.28 1.50 6.00
C 0.09 0.26 5.26
C -0.78 -0.22 3.99
C -1.27 0.84 3.08
N -1.63 1.67 2.39
H 0.51 1.71 6.72
H -1.10 1.27 6.68
H -0.44 2.28 5.26
H 0.45 -0.61 5.82
H 1.03 0.68 4.90
H -1.66 -0.81 4.26
H -0.20 -0.95 3.43
C -3.04 2.65 -2.38
C -2.75 1.48 -3.34
C -3.45 0.24 -2.87
C -4.93 0.43 -2.54
N -6.06 0.59 -2.24
H -4.06 3.03 -2.39
H -2.29 3.40 -2.64
H -2.82 2.30 -1.37
H -1.66 1.44 -3.36
H -3.19 1.71 -4.31
H -2.91 -0.18 -2.02
H -3.31 -0.62 -3.51
C 4.18 -3.59 -3.68
C 3.38 -2.21 -3.63
C 2.36 -2.20 -2.55
C 1.66 -0.91 -2.46
N 1.04 0.07 -2.32
H 4.95 -3.43 -4.43
H 3.45 -4.38 -3.84
H 4.69 -3.74 -2.73
H 3.00 -2.01 -4.63
H 4.06 -1.37 -3.48
H 2.79 -2.30 -1.55
H 1.63 -2.98 -2.39

---

Entry 3:
45
Properties=species:S:1:pos:R:3 method="wB97M-V/def2-TZVPD" lumo_energy_ev="-4.2 / -4.1" total_charge=+1 homo_lumo_gap_ev="6.9 / 7.5" homo_ev="-11.1 / -11.6" multiplicity=4
C -0.31 0.58 -2.80
C 0.20 1.99 -3.04
C 0.32 -0.29 -3.89
C -1.79 0.66 -3.20
H -0.08 0.09 -4.84
H 0.03 -1.35 -3.82
H 1.41 -0.19 -3.95
H -0.23 2.33 -4.00
H 1.28 2.05 -3.16
H -0.14 2.69 -2.27
H -1.79 1.06 -4.22
H -2.35 1.35 -2.56
H -2.27 -0.32 -3.26
C 2.18 -0.08 0.92
C 2.13 -0.87 -0.27
C 2.05 0.04 -1.40
H 2.32 -1.94 -0.37
C 1.94 1.39 -0.84
C 2.09 1.29 0.58
H 2.20 2.15 1.23
H 2.35 -0.48 1.92
H 2.35 -0.25 -2.40
H 1.98 2.35 -1.37
C -2.23 -1.19 0.55
C -1.13 -1.95 1.00
C -0.28 -2.24 -0.11
H -1.03 -2.39 1.99
C -0.91 -1.72 -1.31
C -2.10 -0.96 -0.85
H -2.90 -0.52 -1.44
H -3.13 -0.95 1.13
H 0.57 -2.92 -0.09
H -0.71 -2.09 -2.30
Tc 0.07 0.01 -0.97
C -1.21 0.87 5.03
N -0.17 0.27 4.20
C 0.90 -0.50 4.82
C -0.25 0.41 2.90
N -0.46 0.65 1.77
H -0.93 0.66 6.07
H -2.20 0.44 4.80
H -1.25 1.96 4.86
H 0.88 -1.55 4.47
H 1.88 -0.08 4.56
H 0.72 -0.45 5.91

---

Entry 4:
46
Properties=species:S:1:pos:R:3 method="wB97M-V/def2-TZVPD" relative_energy_kcal_mol=44.3 lumo_energy_ev=0.7 homo_lumo_gap_ev=10.1 homo_ev=-9.4 smiles=N#C[C@]12CCCC[C@@H]1C[C@@H]1CCCC[C@@]1(C#N)N2CCO
N 2.20 2.07 0.78
C 1.77 1.03 0.52
C 1.25 -0.29 0.19
N 0.22 -0.23 -0.86
C 0.70 0.13 -2.19
H -0.01 -0.24 -2.92
H 1.64 -0.39 -2.38
C 0.96 1.62 -2.48
O 1.46 1.67 -3.80
H 1.68 2.59 -4.01
H 1.69 2.02 -1.77
H 0.04 2.20 -2.40
C -1.07 0.36 -0.48
C -0.97 1.78 -0.14
N -0.91 2.89 0.12
C -1.62 -0.39 0.76
C -0.61 -0.27 1.90
C 0.70 -0.93 1.48
C 1.73 -0.85 2.62
C 3.16 -1.05 2.12
C 3.15 -1.91 0.86
C 2.44 -1.18 -0.28
H 3.17 -0.55 -0.81
H 2.04 -1.91 -0.98
H 2.64 -2.85 1.08
H 4.16 -2.15 0.55
H 3.62 -0.09 1.89
H 3.76 -1.53 2.90
H 1.47 -1.62 3.35
H 1.65 0.12 3.11
H 0.49 -1.97 1.24
H -1.00 -0.77 2.79
H -0.45 0.78 2.15
C -2.99 0.13 1.17
C -3.99 -0.03 0.03
C -3.48 0.72 -1.19
C -2.10 0.22 -1.62
H -1.79 0.79 -2.49
H -2.15 -0.84 -1.89
H -4.17 0.58 -2.03
H -3.43 1.78 -0.97
H -4.97 0.36 0.33
H -4.11 -1.09 -0.21
H -3.33 -0.43 2.05
H -2.92 1.18 1.45
H -1.70 -1.45 0.47

---

Entry 5:
48
Properties=species:S:1:pos:R:3 method="wB97M-V/def2-TZVPD" relative_energy_kcal_mol=27.5 lumo_energy_ev=0.6 homo_lumo_gap_ev=7.9 homo_ev=-7.3 smiles="CCCCCC(=O)NC(=S)Nc1ccc(N2CCOCC2)cc1"
C 6.47 -1.83 4.14
C 5.13 -1.16 3.82
C 4.33 -1.91 2.76
C 4.97 -1.86 1.37
C 4.09 -2.55 0.32
C 2.86 -1.74 0.00
O 2.78 -0.54 0.17
N 1.85 -2.49 -0.53
C 0.58 -2.08 -0.98
N 0.33 -0.77 -0.86
C -0.79 -0.01 -1.20
C -1.94 -0.50 -1.81
C -3.00 0.34 -2.08
C -2.97 1.70 -1.77
C -1.79 2.19 -1.18
C -0.74 1.35 -0.89
H 0.16 1.76 -0.44
H -1.69 3.24 -0.95
N -3.99 2.58 -2.09
C -5.13 2.14 -2.87
H -4.83 1.39 -3.60
C -6.25 1.62 -1.96
O -6.63 2.62 -1.03
C -5.54 3.04 -0.26
C -4.40 3.59 -1.14
H -3.57 3.90 -0.51
H -4.77 4.46 -1.71
H -5.92 3.82 0.41
H -5.15 2.21 0.34
H -7.14 1.38 -2.53
H -5.90 0.73 -1.42
H -5.51 3.02 -3.41
H -3.87 -0.10 -2.54
H -2.02 -1.55 -2.06
H 1.10 -0.23 -0.45
S -0.38 -3.28 -1.57
H 1.99 -3.48 -0.65
H 3.81 -3.54 0.66
H 4.65 -2.65 -0.61
H 5.11 -0.82 1.08
H 5.94 -2.35 1.39
H 4.20 -2.95 3.07
H 3.33 -1.45 2.69
H 4.54 -1.11 4.73
H 5.31 -0.14 3.48
H 6.96 -1.31 4.96
H 6.31 -2.86 4.44
H 7.13 -1.81 3.28

---

Entry 6:
50
Properties=species:S:1:pos:R:3 method="wB97M-V/def2-TZVPD" relative_energy_kcal_mol=0.0 lumo_energy_ev=0.4 homo_lumo_gap_ev=9.3 homo_ev=-8.9 smiles="CCCc1cc(=O)[nH]c(SCC(=O)N2CCC(C(=O)OCC)CC2)n1"
C 0.04 -1.71 2.70
C -1.44 -1.84 2.36
H -1.99 -2.17 3.24
H -1.85 -0.87 2.05
C -1.69 -2.85 1.23
C -1.12 -2.36 -0.07
C 0.04 -2.83 -0.60
C 0.55 -2.33 -1.85
O 1.57 -2.65 -2.42
N -0.29 -1.36 -2.42
C -1.42 -0.93 -1.80
N -1.84 -1.39 -0.68
S -2.32 0.33 -2.62
C -3.42 0.90 -1.30
H -3.94 1.77 -1.71
H -4.13 0.10 -1.09
C -2.74 1.25 0.03
O -3.16 0.74 1.05
N -1.74 2.15 0.03
C -1.16 2.85 -1.09
H -1.10 3.91 -0.82
C 0.24 2.32 -1.39
H 0.18 1.28 -1.71
C 1.13 2.40 -0.14
C 2.46 1.70 -0.38
O 3.53 2.22 -0.25
O 2.27 0.43 -0.76
C 3.44 -0.37 -0.97
C 3.94 -0.96 0.34
H 3.15 -1.55 0.81
H 4.79 -1.61 0.15
H 4.24 -0.17 1.03
H 4.22 0.25 -1.42
H 3.13 -1.15 -1.66
C 0.42 1.73 1.05
C -0.97 2.33 1.25
H -0.90 3.40 1.47
H -1.50 1.83 2.06
H 0.31 0.66 0.84
H 1.01 1.85 1.96
H 1.34 3.44 0.11
H 0.69 2.90 -2.19
H -1.79 2.77 -1.97
H -0.01 -0.98 -3.31
H 0.62 -3.60 -0.10
H -2.76 -2.97 1.10
H -1.24 -3.81 1.49
H 0.18 -0.96 3.48
H 0.62 -1.42 1.83
H 0.42 -2.66 3.07

---

F_max across the listed records, respectively: 0.13, 16.27, 5.08, 1.22, 1.13, 0.68 eV/Å.